1.
Molecular formula: C19H54BCl2N4O10V2
Method: DFT, wB97M-V/def2-TZVPD

```
92
Properties=species:S:1:pos:R:3:forces:R:3
O -1.47570 0.85771 4.99007 -1.93 0.80 -1.99
V -2.56538 1.17650 3.84114 -0.57 -3.17 2.28
O -3.85076 0.18739 4.08595 2.65 2.37 -0.57
O -0.87409 -0.57567 -3.49023 0.34 2.68 1.68
V -0.69848 0.74380 -2.56264 1.51 -1.43 -1.64
O 0.71590 1.44937 -2.87627 -2.34 -1.12 0.45
O -3.58619 3.51434 -4.05674 -2.20 1.65 2.70
C -4.62673 4.11008 -3.27039 1.79 -1.89 -3.44
C -4.48552 4.36601 -1.69308 3.02 -3.02 2.74
O -3.93030 3.25501 -0.95636 -1.91 2.65 -1.92
H -5.53681 3.53565 -3.44331 -0.21 -0.58 0.59
H -4.87834 5.10344 -3.64193 0.36 0.61 0.04
H -5.43078 4.74285 -1.30248 -0.43 -0.31 -0.19
H -3.74803 5.16660 -1.63602 0.20 0.30 -0.26
B -0.25768 -1.37811 0.96474 -0.08 0.05 -0.29
H -1.20287 -1.45304 0.44972 -4.08 -0.34 -2.05
H -0.29879 -1.74126 1.97996 -0.60 -1.44 4.10
H 0.47025 -1.99970 0.46677 2.99 -2.22 -2.17
H 0.06768 -0.35188 1.03706 1.52 4.54 0.05
C 6.79464 -0.59922 1.43210 -0.24 0.64 1.11
C 6.46860 -1.33711 2.73165 -0.63 -0.41 -0.47
C 6.00475 -0.46396 3.95372 1.70 -0.05 -0.80
O 7.06611 0.42281 4.42605 -0.25 -1.34 0.13
C 7.98052 -0.20837 5.35490 -1.20 0.46 -0.47
N 5.45081 -2.38103 2.48048 -0.16 0.15 0.40
H 7.22486 -1.30362 0.72017 0.09 0.21 -0.05
H 7.48036 0.20079 1.71118 0.29 0.08 -0.49
H 5.89203 -0.14642 1.02177 -0.03 -0.01 -0.15
H 7.37864 -1.89287 2.95766 0.12 0.11 0.64
H 5.70099 -1.16418 4.73187 -0.14 0.12 0.18
H 5.18594 0.19915 3.67455 -0.07 -0.14 -0.03
H 8.67965 0.58896 5.60701 0.24 -0.44 0.01
H 8.42635 -1.13133 4.98412 0.43 0.26 -0.49
H 7.45034 -0.54502 6.24578 -0.22 0.30 0.30
H 4.55734 -1.94963 2.29150 -0.38 0.29 0.26
H 5.63011 -2.83133 1.59438 0.42 -0.25 -0.07
C 3.80354 0.01821 -10.17273 0.70 -0.54 -0.08
C 3.17195 -0.51843 -8.90415 0.09 1.04 -0.35
C 4.09081 -1.40930 -8.07190 -0.80 -0.09 -1.00
O 3.33056 -1.71404 -6.93724 0.71 -1.42 1.51
C 4.05093 -2.64133 -6.10313 -0.65 -0.61 -0.11
N 2.82217 0.63563 -8.07689 -0.44 -0.31 -0.07
H 4.79889 0.33076 -9.85700 0.33 0.18 -0.53
H 3.30961 0.86198 -10.65459 -0.31 0.01 0.49
H 3.87075 -0.75346 -10.93961 0.31 -0.12 0.03
H 2.28568 -1.08029 -9.19901 -0.21 -0.08 0.46
H 5.01358 -0.91446 -7.76902 0.26 0.26 -0.20
H 4.31873 -2.30599 -8.64817 0.27 -0.37 0.04
H 3.44487 -3.10022 -5.32197 -0.59 0.80 0.06
H 4.93484 -2.23544 -5.61114 0.10 0.35 -0.29
H 4.30843 -3.53692 -6.66856 0.48 0.12 -0.48
H 2.73721 0.23755 -7.15254 -0.40 0.41 0.46
H 3.65111 1.21163 -8.04251 0.14 0.37 0.04
C -5.86820 -5.89697 0.79461 0.26 0.44 -1.53
C -5.27042 -5.53011 -0.63812 -0.80 0.30 1.52
C -5.89449 -4.29622 -1.29227 -0.61 -0.88 0.78
O -7.30684 -4.54117 -1.53576 1.47 0.39 0.10
C -7.74791 -3.37406 -2.16694 -1.34 0.32 0.17
N -3.82916 -5.35765 -0.44758 -0.12 -0.47 -0.80
H -5.58610 -5.05167 1.42228 -0.14 -0.11 0.33
H -5.45008 -6.81954 1.19726 0.34 0.14 -0.18
H -6.94985 -6.03104 0.80834 -0.02 0.31 -0.23
H -5.51052 -6.27283 -1.39892 0.49 -0.70 0.35
H -5.33217 -4.12703 -2.21058 -0.22 0.02 -0.48
H -5.77958 -3.37806 -0.71616 -0.03 0.04 0.41
H -7.41158 -3.35130 -3.20351 0.29 0.49 0.01
H -7.49185 -2.51708 -1.54394 0.61 0.40 -0.46
H -8.83451 -3.28815 -2.17105 -0.23 -0.68 -0.12
H -3.42851 -5.12035 -1.34384 0.35 -0.09 -0.19
H -3.59832 -4.56943 0.14022 -0.25 0.13 0.34
C -3.45253 7.48535 5.66557 0.27 0.75 0.09
C -2.76499 6.44373 4.79607 -0.10 1.15 0.28
C -1.25259 6.63488 4.70646 0.34 -0.26 0.20
O -0.69912 5.63993 3.90943 -0.33 -1.23 -1.34
C 0.40925 5.95972 3.09453 -0.68 1.17 0.53
N -3.12143 5.18574 5.36246 0.26 -1.80 -0.28
H -4.53363 7.38555 5.56879 -0.02 0.12 -0.13
H -3.15640 8.51339 5.45689 -0.10 0.14 -0.10
H -3.22698 7.27965 6.71195 0.14 0.09 0.11
H -3.16070 6.53379 3.78443 0.08 -0.23 -0.17
H -0.71351 6.51137 5.64574 -0.47 0.48 0.80
H -1.02476 7.62952 4.32322 -0.07 0.24 -0.15
H 0.26896 6.96728 2.70306 -0.05 0.25 -0.32
H 0.43531 5.29102 2.23414 0.34 -0.24 0.44
H 1.29851 6.03971 3.71976 0.45 -0.58 -0.29
H -2.77359 5.16131 6.31036 0.00 -0.25 0.19
H -4.12541 5.08501 5.40700 -0.09 -0.02 0.02
C 0.40521 -5.78164 5.54681 -0.66 -0.20 -0.42
Cl 1.25571 -7.25070 6.00095 0.44 -0.16 0.47
Cl -1.05063 -5.51458 6.57730 0.66 0.01 -0.47
H 1.05451 -4.90664 5.57640 -0.16 -0.25 0.19
H 0.09582 -6.02333 4.52998 -0.29 0.63 0.20
```
Positions in Å, forces in eV/Å.

## Properties
- Energy relative to the best compared isomer or geometry (same formula, charge and spin): 1753.03 kJ/mol
- Molecular weight: 682.26 g mol⁻¹
- Maximum force: 5.1 eV/A
- E_tot: -124092.8385 eV
- Total charge: -1

Atom charges from the Mulliken analysis, given in e for atoms 1 to 6: number 1, O, carries -0.647; number 2, V, carries 1.606; number 3, O, carries -0.692; number 4, O, carries -0.650; number 5, V, carries 1.684; number 6, O, carries -0.654


2.
Molecular formula: C19H23ClGeN4O6S4SeYb
Method: DFT, wB97M-V/def2-TZVPD

```
60
Properties=species:S:1:pos:R:3:forces:R:3
Yb 0.72872 -0.36911 1.08896 0.14 -0.58 -1.05
S 3.14866 -0.21879 2.06207 0.82 0.37 -0.05
C 3.84688 1.18627 1.25759 -1.90 0.79 -1.01
C 5.23849 1.36786 1.26919 1.35 -0.72 -0.20
N 6.39194 1.36753 1.23061 -0.17 0.32 0.14
C 3.07955 2.11338 0.55583 1.10 -0.77 1.01
S 1.37201 2.14489 0.69690 -0.71 0.27 -0.42
C 3.66447 3.15635 -0.24719 -0.28 -0.89 1.02
N 4.07047 4.00304 -0.90052 0.37 0.70 -0.66
O -3.36095 1.68858 4.48788 -0.64 -0.22 1.69
C -2.54368 0.94647 5.26968 -0.29 0.35 -1.04
C -2.96698 0.68598 6.55663 0.52 -0.30 0.72
C -2.10125 0.04008 7.42529 0.08 -0.47 0.95
C -0.79682 -0.32377 7.00922 -1.15 -0.23 0.92
C -0.48514 -0.19305 5.70516 -0.01 0.24 -1.33
C -1.34501 0.39660 4.79920 -0.93 0.79 -0.19
C -1.03564 0.40255 3.36801 -0.44 0.37 -0.15
O -0.03004 -0.30160 3.00879 -0.39 -0.05 0.41
N -1.81304 1.09256 2.53559 1.35 -1.00 0.09
N -1.34219 0.91172 1.21220 -0.32 0.12 0.86
C -1.76790 1.82586 0.44522 -0.70 0.81 0.18
S -1.44052 1.81127 -1.24514 -0.02 0.33 -0.86
C -1.64206 3.60992 -1.37696 -0.19 0.82 0.57
C -2.92855 3.95011 -0.58596 0.81 1.38 -0.01
S -2.71199 3.22956 1.03568 0.15 -0.98 0.22
H -3.00711 1.71165 3.60125 0.52 -0.04 -1.29
H -3.96473 0.98637 6.83090 -0.08 0.05 0.18
H -2.48173 -0.24325 8.43734 0.55 0.42 -0.87
H -0.04838 -0.83587 7.57988 -0.18 -0.08 0.87
H 0.41591 -0.57958 5.30059 0.80 -0.27 -0.14
H -1.76253 3.95421 -2.38811 -0.03 -0.36 -0.70
H -0.74851 4.14938 -0.98913 -0.57 -0.59 0.10
H -3.83219 3.61060 -1.10425 0.21 -0.02 0.17
H -2.99561 5.06318 -0.37500 0.03 -1.20 -0.53
O 0.08717 -4.31227 -0.20209 -0.83 0.13 0.62
Cl -0.36734 -3.25071 0.64987 0.32 0.00 -0.55
O -1.51523 -3.50790 1.45059 0.45 -0.84 -0.02
O -0.70791 -2.08885 -0.19000 0.45 0.74 0.22
O 0.77476 -2.83139 1.47851 -0.23 0.52 0.03
C 1.93168 -3.76210 -4.32878 -0.94 -0.15 1.10
Ge 0.45953 -2.46158 -4.44518 0.55 -0.09 -0.81
C -1.32565 -3.25458 -4.61530 -0.61 0.57 0.07
C 0.81968 -1.29083 -6.01948 -0.77 -0.08 -0.15
C 0.25460 -1.24634 -2.94518 -0.68 0.05 -0.74
Se 1.73356 -0.89701 -1.82671 1.04 -0.07 0.70
C 2.31099 0.76810 -2.60064 -0.84 0.46 -0.90
H 1.45572 -4.74292 -4.17733 0.41 0.15 -0.11
H 2.56561 -3.54521 -3.45777 -0.15 -0.05 -0.29
H 2.51314 -3.74872 -5.22559 0.36 -0.08 -0.55
H -1.44901 -3.88257 -5.49877 -0.01 0.17 -0.07
H -2.10533 -2.42633 -4.61675 0.90 -1.08 0.01
H -1.47966 -3.89988 -3.74282 -0.13 0.22 -0.05
H 0.78466 -1.87075 -6.94240 -0.27 -0.24 -0.02
H 1.82111 -0.85604 -6.06333 -0.22 0.35 0.47
H -0.01246 -0.54222 -6.08541 0.96 -0.31 0.02
H -0.56304 -1.55156 -2.30497 -0.20 0.05 -0.10
H -0.01066 -0.36214 -3.53039 -0.15 0.37 0.63
H 2.31908 0.69251 -3.69860 -0.05 -0.21 0.33
H 3.31779 0.98582 -2.30106 0.32 0.21 0.46
H 1.58268 1.54454 -2.31783 0.56 -0.14 0.08
```
Positions in Å, forces in eV/Å.

## Properties
- Energy relative to the best compared isomer or geometry (same formula, charge and spin): 38.47 kJ/mol
- Molecular weight: 891.75 g mol⁻¹
- Maximum force: 2.3 eV/A
- E_tot: -247575.0506 eV
- Total charge: -1
- Multiplicity: 2

Atom charges from the Mulliken analysis, given in e for atoms 1 to 6: number 1, Yb, carries 0.067; number 2, S, carries -0.337; number 3, C, carries 0.722; number 4, C, carries -0.063; number 5, N, carries -0.536; number 6, C, carries 0.244


3.
Molecular formula: H5PSi
Method: DFT, wB97M-V/def2-TZVPD

```
7
Properties=species:S:1:pos:R:3:forces:R:3
Si 0.69164 -0.51141 0.09811 1.64 3.95 -0.93
P -1.47582 -0.12227 0.24875 -1.51 0.86 -1.73
H 0.94092 -1.17821 -1.07942 0.35 -2.15 -1.39
H 1.60800 0.91184 -0.83224 -1.32 -1.79 2.08
H 1.28873 -0.92085 1.40906 -0.18 0.04 -0.51
H -1.83675 0.88662 -0.91900 1.03 -1.74 1.54
H -1.21672 0.93429 1.07473 -0.01 0.82 0.94
```
Positions in Å, forces in eV/Å.

## Properties
- Energy relative to the best compared isomer or geometry (same formula, charge and spin): 167.20 kJ/mol
- Molecular weight: 64.10 g mol⁻¹
- Maximum force: 4.4 eV/A
- E_tot: -17244.6199 eV

Atom charges from the Mulliken analysis, given in e for atoms 1 to 6: number 1, Si, carries 0.227; number 2, P, carries -0.188; number 3, H, carries -0.084; number 4, H, carries -0.052; number 5, H, carries -0.054; number 6, H, carries 0.095


4.
Molecular formula: C14H19ClIrN2O3
Method: DFT, wB97M-V/def2-TZVPD

```
40
Properties=species:S:1:pos:R:3:forces:R:3
Cl 1.62078 2.71673 -2.66322 -0.21 -0.13 -1.91
C -0.21900 3.81551 0.62439 -1.48 -0.30 -0.33
C -1.16408 2.79160 1.06726 0.06 1.70 0.73
C -1.82711 2.28141 -0.06681 -0.74 -0.32 -1.06
H -1.47370 2.63251 2.10412 0.40 -0.08 -0.38
C -1.32417 2.89351 -1.24230 -0.27 1.12 0.42
C -0.37974 3.93263 -0.81735 -1.13 -0.35 0.50
H -0.02448 4.74672 -1.44183 -0.03 -0.13 0.16
H 0.27607 4.55270 1.25508 0.05 -0.34 -0.09
H -2.67311 1.57454 -0.06747 0.69 0.39 0.05
C -1.81418 2.70954 -2.62639 0.16 -0.38 -0.11
Ir 1.18220 2.40401 -0.46447 0.05 0.89 0.73
C 0.92629 1.26736 0.99816 -0.85 -3.45 3.40
C 3.00605 1.96569 -0.53052 6.44 -0.96 -0.25
O 0.92296 0.60925 1.96449 0.29 1.65 -2.18
O 4.09239 1.57127 -0.63792 -3.36 0.79 0.26
H -2.19279 1.68460 -2.75436 0.09 0.39 -0.10
H -0.97939 2.89444 -3.31243 -0.34 -0.07 -0.05
H -2.62353 3.42147 -2.86037 0.26 -0.17 0.13
C -1.91333 -1.10242 1.41760 -0.74 -0.06 -0.04
N -0.82441 -1.96333 1.03319 0.75 0.47 -0.06
C -0.27497 -2.83470 2.04220 0.22 -0.73 0.52
C 0.47168 -3.96620 1.37076 -0.29 -0.45 0.12
C 1.52977 -3.41067 0.45221 0.01 -0.71 0.49
N 0.97656 -2.39112 -0.40306 0.74 -0.12 -0.04
C 1.75275 -2.04561 -1.56572 -0.11 0.34 -0.86
C -0.13630 -1.63196 -0.11285 -1.52 2.05 -1.23
O -0.50410 -0.69262 -0.84636 0.71 -1.53 1.26
H -2.45019 -0.78453 0.52140 0.09 -0.07 0.14
H -1.55068 -0.21083 1.94964 0.07 -0.22 -0.09
H -2.57511 -1.67128 2.08096 0.15 0.23 -0.14
H 0.40896 -2.27909 2.71465 -0.34 0.06 -0.21
H -1.11200 -3.21579 2.63918 0.26 0.12 -0.06
H -0.23412 -4.57666 0.79216 0.13 0.05 0.15
H 0.93410 -4.60621 2.12777 -0.08 0.08 -0.15
H 1.94399 -4.20038 -0.18485 0.04 0.24 0.05
H 2.36280 -3.00049 1.05009 -0.08 0.19 -0.29
H 2.71678 -1.58941 -1.28855 -0.23 -0.15 0.15
H 1.96832 -2.95196 -2.14821 -0.04 0.13 0.26
H 1.17805 -1.34022 -2.17025 0.19 -0.13 0.11
```
Positions in Å, forces in eV/Å.

## Properties
- Molecular weight: 490.99 g mol⁻¹
- Maximum force: 6.5 eV/A
- E_tot: -39288.9639 eV
- Total charge: +2
- Multiplicity: 6

Atom charges from the Mulliken analysis, given in e for atoms 1 to 6: number 1, Cl, carries -0.416; number 2, C, carries -0.758; number 3, C, carries -1.035; number 4, C, carries 0.066; number 5, H, carries 0.560; number 6, C, carries 0.504


- What is the molecular weight in the first record?
  682.26 g mol⁻¹